(1)
Below is C31H91MnO15 as an isolated structure in a non-equilibrium geometry, with properties calculated with the ωB97M-V functional and the def2-TZVPD basis.

XYZ file:
```
138
Properties=species:S:1:pos:R:3:mulliken_charge:R:1
Mn -2.06 2.43 -0.23 1.0750
C -1.09 -0.51 -0.48 -1.5524
C -0.30 0.13 0.60 2.8074
C 1.17 -0.18 0.54 -1.6393
O -0.50 1.53 0.64 1.3439
H -0.76 -0.08 -1.45 -0.1007
H -2.16 -0.37 -0.25 0.1531
H -0.86 -1.58 -0.65 -0.0089
H -0.61 -0.25 1.58 -0.9208
H 1.57 0.28 1.42 0.4634
H 1.79 0.09 -0.31 -0.0582
H 1.28 -1.26 0.61 0.0734
C -2.92 -3.43 3.43 -1.4295
C -2.23 -2.34 2.61 0.6081
O -3.20 -1.69 1.80 -0.3425
H -2.18 -4.14 3.84 0.3779
H -3.60 -4.03 2.81 0.3573
H -3.51 -2.99 4.19 0.3715
H -1.40 -2.75 2.04 -0.3472
H -1.83 -1.65 3.35 0.2336
H -3.44 -2.41 1.20 0.1625
C 3.49 0.83 -3.71 -1.2126
C 4.02 1.22 -2.38 0.7017
O 3.35 2.42 -1.95 -0.3368
H 3.69 1.68 -4.36 0.4499
H 2.45 0.62 -3.68 0.0149
H 3.96 -0.12 -4.10 0.3138
H 5.12 1.45 -2.58 0.2109
H 3.89 0.30 -1.70 -0.2470
H 3.75 2.66 -1.10 0.1419
C 2.33 -3.51 -1.32 -0.6581
C 2.50 -2.34 -2.16 0.3170
O 2.67 -2.67 -3.51 -0.6683
H 1.37 -3.91 -1.48 0.1234
H 2.52 -3.21 -0.29 -0.2002
H 3.05 -4.27 -1.59 0.5259
H 3.47 -1.84 -1.90 0.1564
H 1.72 -1.55 -2.06 -0.1330
H 1.83 -2.97 -3.90 0.4827
C -4.60 0.98 3.56 -1.4748
C -3.90 1.02 2.25 0.7533
O -3.47 2.43 1.82 -0.4742
H -3.87 1.31 4.34 0.3124
H -4.99 0.01 3.88 0.3623
H -5.38 1.73 3.61 0.3781
H -4.58 0.76 1.41 0.1969
H -3.05 0.35 2.19 -0.4552
H -2.80 2.69 2.44 0.1801
C 1.79 5.79 1.18 -1.4403
C 1.74 4.32 0.82 0.8818
O 0.38 4.01 0.59 0.7707
H 1.43 6.41 0.32 0.2391
H 2.81 6.10 1.40 0.4909
H 1.23 5.99 2.12 0.2718
H 2.16 3.66 1.58 -0.2106
H 2.31 4.05 -0.08 -0.0586
H 0.23 3.04 0.53 -0.1902
C -1.46 -1.78 -5.33 -0.5578
C 0.01 -2.08 -5.24 0.1580
O 0.27 -3.26 -4.37 -0.4568
H -2.01 -2.71 -5.53 0.2926
H -1.66 -1.12 -6.16 0.4381
H -1.80 -1.23 -4.42 -0.1903
H 0.52 -1.31 -4.75 -0.2492
H 0.51 -2.16 -6.19 0.3995
H 0.12 -4.07 -4.81 0.2048
C 0.64 4.01 -3.05 -1.8403
C 0.13 2.72 -2.49 1.5556
O -1.32 2.83 -2.32 -0.4048
H 0.46 4.79 -2.33 0.4457
H 0.17 4.23 -4.01 0.5113
H 1.68 4.08 -3.20 0.3190
H 0.58 2.48 -1.53 -0.9951
H 0.23 1.84 -3.19 -0.0001
H -1.65 3.66 -2.67 0.2581
C 5.82 1.29 0.83 -0.7357
C 5.78 2.78 1.16 -0.2468
O 5.28 3.37 -0.01 -0.5325
H 6.47 1.08 -0.06 0.2813
H 4.87 0.78 0.59 -0.0295
H 6.27 0.75 1.66 0.4240
H 6.79 3.10 1.32 0.3016
H 5.12 3.05 2.01 0.2448
H 5.97 3.21 -0.68 0.2632
C 0.35 -6.82 1.76 -0.8829
C 1.36 -6.66 0.60 0.0421
O 2.36 -5.76 1.17 -0.3491
H -0.14 -5.87 1.94 -0.0798
H 0.77 -7.32 2.62 0.3656
H -0.38 -7.58 1.45 0.4041
H 0.89 -6.24 -0.34 0.0173
H 1.82 -7.58 0.17 0.3412
H 3.00 -5.50 0.53 0.2017
C -1.94 -4.54 -1.17 -0.5424
C -3.14 -3.86 -1.83 0.1180
O -4.13 -3.77 -0.83 -0.4832
H -1.12 -4.72 -1.88 0.2434
H -2.22 -5.47 -0.63 0.3443
H -1.58 -3.86 -0.45 -0.2156
H -3.52 -4.30 -2.76 0.5037
H -2.77 -2.85 -2.13 -0.2136
H -4.94 -4.15 -1.18 0.2596
C -4.21 1.27 -3.48 -1.4348
C -3.88 0.48 -2.25 0.4725
O -3.62 1.30 -1.04 -0.4568
H -5.25 1.53 -3.50 0.4464
H -4.10 0.72 -4.42 0.3454
H -3.73 2.22 -3.53 0.2420
H -2.99 -0.08 -2.54 -0.5434
H -4.68 -0.18 -1.96 0.5797
H -4.53 1.47 -0.74 0.1005
C -2.33 6.75 1.37 -1.3307
C -2.67 5.37 1.25 0.0725
O -2.00 4.65 0.19 -0.6026
H -2.55 7.40 0.47 0.2936
H -1.28 6.87 1.62 0.2659
H -2.95 7.21 2.15 0.4003
H -3.74 5.23 1.01 0.3790
H -2.47 4.80 2.18 0.0095
H -1.03 4.73 0.31 0.0617
C 0.97 2.21 4.09 -0.8164
C -0.53 2.20 3.83 0.4358
O -1.00 3.33 3.03 -0.5291
H 1.26 2.89 4.89 0.3010
H 1.49 2.46 3.16 -0.1266
H 1.30 1.19 4.30 0.3584
H -1.07 2.34 4.74 0.5701
H -0.94 1.27 3.34 -0.5440
H -0.35 3.56 2.36 0.0029
C 1.24 -3.10 3.37 0.3083
C 2.74 -3.23 3.13 -0.0934
O 3.21 -4.46 3.65 -0.6041
H 0.72 -4.02 3.00 -0.3563
H 0.85 -2.21 2.85 -0.2440
H 0.98 -3.08 4.43 0.3470
H 3.30 -2.45 3.60 0.4509
H 2.90 -3.21 2.06 -0.1375
H 2.66 -5.16 3.33 0.2998
```

Computed properties:
* Kohn-Sham gap (spin up / spin down): 9.4 / 9.4 eV
* DFT total energy: -3515.000280 a.u.
* HOMO level (spin up / spin down): -11.3558 / -11.3605 eV
* net charge: +1
* largest force on an atom: 0.06967 hartree/bohr
* spin multiplicity: 6
* LUMO level (spin up / spin down): -0.073 / -0.074 Eh

=====

(2)
Below is C32H108N8O18 as an isolated structure in a non-equilibrium geometry, with properties calculated with the ωB97M-V functional and the def2-TZVPD basis.

XYZ file:
```
166
Properties=species:S:1:pos:R:3:mulliken_charge:R:1
C -4.54 6.25 -19.39 -1.3417
C -4.60 4.83 -20.01 0.1404
C -5.82 4.01 -19.62 -0.4408
O -5.61 2.58 -19.68 -0.4472
C -6.86 1.95 -19.91 -0.1426
N -4.26 4.91 -21.42 -0.6886
H -3.85 6.98 -19.83 0.3778
H -4.34 6.30 -18.32 0.3581
H -5.56 6.61 -19.30 0.2528
H -3.80 4.32 -19.47 0.2166
H -6.76 4.36 -20.04 0.4967
H -6.02 4.30 -18.58 0.1084
H -7.70 2.26 -19.30 0.0194
H -6.73 0.87 -19.79 -0.0085
H -7.17 2.12 -20.94 2.4383
H -3.46 5.52 -21.47 0.3054
H -4.03 4.01 -21.82 0.2159
C -12.51 5.32 -12.92 -1.2973
C -13.48 4.48 -13.73 0.1786
C -12.82 3.25 -14.49 -0.3038
O -12.16 3.81 -15.64 -0.5112
C -11.13 3.00 -16.25 -0.7038
N -14.61 3.98 -12.89 -0.7145
H -11.52 5.44 -13.37 0.2897
H -12.55 4.78 -11.98 0.3537
H -13.03 6.25 -12.72 0.3336
H -13.94 5.00 -14.56 0.3899
H -13.45 2.44 -14.87 0.2855
H -12.09 2.94 -13.74 0.2168
H -10.73 3.67 -17.00 0.1873
H -11.49 2.24 -16.95 0.1166
H -10.20 2.78 -15.71 3.3337
H -15.20 3.38 -13.44 0.2925
H -14.25 3.48 -12.09 0.2535
C -13.01 1.41 -17.53 -0.2825
C -13.53 0.04 -17.76 -0.1952
C -12.79 -0.67 -18.98 -0.3249
O -13.10 0.15 -20.09 -0.3808
C -12.43 -0.37 -21.22 -1.5833
N -13.11 -0.62 -16.56 -0.6189
H -13.33 2.09 -18.32 -0.1152
H -11.93 1.40 -17.39 0.3080
H -13.36 1.85 -16.59 0.2433
H -14.61 0.02 -17.84 0.5217
H -13.21 -1.67 -19.15 0.7617
H -11.71 -0.76 -18.87 -0.0954
H -12.60 0.17 -22.15 0.2892
H -12.94 -1.32 -21.43 0.9692
H -11.36 -0.56 -21.17 0.4955
H -13.30 -1.61 -16.52 0.2311
H -13.69 -0.13 -15.90 0.2399
C -8.06 0.89 -17.95 -4.1770
C -9.30 1.56 -18.45 0.3924
C -10.20 0.56 -19.28 -0.9610
O -9.48 -0.30 -20.21 0.5778
C -9.04 0.41 -21.36 1.0623
N -10.04 2.07 -17.35 -0.5336
H -7.57 0.14 -18.56 1.5352
H -8.33 0.33 -17.06 1.0332
H -7.33 1.67 -17.73 1.7733
H -8.96 2.34 -19.14 0.5910
H -11.11 0.84 -19.80 0.3833
H -10.58 -0.23 -18.63 0.2676
H -8.49 1.29 -21.02 -0.9819
H -9.94 0.85 -21.79 0.0083
H -8.44 -0.20 -22.04 -0.4130
H -9.37 2.39 -16.67 -5.1067
H -10.36 1.31 -16.76 0.7870
C -10.32 -1.93 -21.55 0.1256
C -10.12 -2.61 -22.94 -0.2911
C -11.06 -2.31 -24.06 -1.5449
O -11.09 -0.91 -24.46 -0.0974
C -11.72 -0.75 -25.72 -1.0712
N -8.70 -2.45 -23.39 -0.5212
H -9.68 -1.06 -21.48 -2.1746
H -10.11 -2.66 -20.76 0.9332
H -11.36 -1.71 -21.30 -0.4105
H -10.10 -3.67 -22.69 0.5481
H -12.06 -2.71 -23.88 0.5733
H -10.78 -2.87 -24.95 0.7505
H -11.03 -1.06 -26.50 0.3607
H -12.04 0.25 -26.02 0.2210
H -12.53 -1.48 -25.75 0.3785
H -8.39 -3.21 -23.98 0.3844
H -8.67 -1.71 -24.08 0.2418
C -6.16 0.91 -21.77 -1.3363
C -6.27 -0.42 -22.74 -0.1217
C -6.05 -1.79 -22.11 -2.1050
O -6.79 -1.89 -20.79 0.4180
C -6.72 -3.21 -20.34 -1.7436
N -7.58 -0.40 -23.23 -0.5321
H -5.17 0.84 -21.32 1.4426
H -6.92 1.12 -21.01 -1.2734
H -6.25 1.75 -22.46 0.7206
H -5.66 -0.40 -23.65 0.8274
H -5.01 -2.08 -21.94 0.6755
H -6.38 -2.59 -22.76 0.7079
H -7.37 -3.35 -19.48 0.3680
H -5.69 -3.33 -19.99 0.3662
H -6.97 -4.02 -21.02 0.3565
H -8.18 -0.96 -22.63 -0.7747
H -7.64 -0.95 -24.08 0.6885
C -11.40 8.21 -18.51 -1.5759
C -11.03 6.77 -19.01 0.4984
C -10.16 6.21 -17.85 -1.2421
O -9.67 4.92 -18.19 0.6692
C -8.76 4.29 -17.24 0.3391
N -12.19 5.89 -19.13 -0.4398
H -12.06 8.64 -19.28 0.4500
H -10.52 8.84 -18.37 0.3467
H -11.90 8.10 -17.55 0.3240
H -10.51 6.89 -19.97 0.2349
H -10.61 6.22 -16.85 0.4780
H -9.27 6.81 -17.64 0.5571
H -8.11 4.99 -16.73 0.5547
H -8.16 3.57 -17.81 0.3069
H -9.35 3.80 -16.47 1.4383
H -12.81 6.27 -19.83 0.4233
H -11.82 5.06 -19.56 0.1212
C -6.15 -0.44 -15.25 -1.4706
C -5.60 0.81 -16.06 -0.4483
C -5.44 0.62 -17.62 0.8889
O -4.54 -0.26 -18.18 -0.6389
C -4.57 -0.40 -19.55 0.6831
N -6.23 2.01 -15.69 -0.5958
H -5.81 -1.43 -15.55 0.3667
H -7.23 -0.53 -15.34 0.2179
H -5.94 -0.38 -14.18 0.3969
H -4.59 0.90 -15.66 0.7535
H -5.19 1.59 -18.05 0.4508
H -6.44 0.37 -17.95 -1.0700
H -3.60 -0.52 -20.04 0.5318
H -4.96 0.49 -20.06 -0.6034
H -5.14 -1.25 -19.91 -0.5702
H -5.39 2.57 -15.68 0.3806
H -6.42 1.92 -14.71 0.2281
O -12.67 2.13 -20.55 -0.9468
H -12.35 2.53 -19.74 0.0211
H -12.87 1.23 -20.30 0.8330
O -8.29 1.70 -22.57 -0.2323
H -8.73 1.82 -23.41 0.6903
H -7.93 0.81 -22.61 0.4094
O -10.21 -0.13 -16.32 -0.6526
H -11.03 -0.62 -16.36 0.4822
H -9.58 -0.68 -16.80 -0.3067
O -9.53 4.15 -20.01 -1.2305
H -10.01 4.51 -19.26 -0.8448
H -8.61 4.24 -19.77 -0.0407
O -11.59 2.84 -18.82 1.0817
H -11.41 3.75 -18.58 -0.1345
H -10.90 2.34 -18.39 -1.3831
O -11.60 2.07 -22.59 -1.0198
H -10.70 2.35 -22.39 0.5997
H -11.97 1.85 -21.73 0.1302
O -9.26 -1.68 -17.34 -0.6733
H -8.79 -1.78 -18.16 0.1847
H -9.78 -2.47 -17.26 0.3756
O -8.63 2.22 -15.92 0.0948
H -8.34 3.11 -15.69 0.6851
H -7.82 1.75 -16.10 0.1001
O -8.73 -1.82 -19.31 -0.8058
H -7.96 -1.94 -19.87 1.8831
H -9.10 -0.98 -19.60 -0.7683
O -9.89 2.88 -21.76 -0.9455
H -9.04 2.46 -21.91 0.3788
H -9.77 3.36 -20.94 0.6969
```

Computed properties:
* Kohn-Sham gap: 6.6 eV
* DFT total energy: -3074.237031 a.u.
* HOMO level: -6.5102 eV
* largest force on an atom: 0.26255 hartree/bohr
* LUMO level: 0.004 Eh

=====

(3)
Below is C32H18Cl5N5O7Pt as an isolated structure in a non-equilibrium geometry, with properties calculated with the ωB97M-V functional and the def2-TZVPD basis.

XYZ file:
```
68
Properties=species:S:1:pos:R:3:mulliken_charge:R:1
Pt 0.93 -0.50 0.25 2.1878
Cl 2.29 -0.50 3.51 -0.0957
C 3.43 -0.51 2.22 1.0543
C 2.96 -0.56 0.91 -1.4901
C 3.91 -0.57 -0.11 1.0531
Cl 3.33 -0.65 -1.72 -0.1026
C 5.29 -0.53 0.14 -0.3651
Cl 6.42 -0.57 -1.14 -0.1620
C 5.73 -0.49 1.47 0.6256
Cl 7.40 -0.46 1.82 -0.1305
C 4.79 -0.49 2.52 -0.2413
Cl 5.33 -0.46 4.15 -0.1448
O -2.53 -1.08 7.17 -0.5563
N -2.47 -1.78 6.19 0.9610
O -2.90 -2.89 6.08 -0.5766
C -1.83 -1.17 5.01 0.0262
C -1.87 0.19 4.94 -0.7273
C -1.30 0.88 3.84 0.9164
C -1.25 2.28 3.78 -0.7664
C -0.65 2.88 2.69 -1.0062
C -0.14 2.08 1.67 -0.2995
N -0.20 0.76 1.72 -0.2001
C -0.74 0.14 2.78 -0.3720
C -0.68 -1.29 2.86 -0.1173
N -0.07 -1.96 1.86 0.1139
C 0.06 -3.26 1.94 -0.3992
C -0.43 -4.01 3.01 -1.0546
C -1.07 -3.37 4.04 -0.7683
C -1.21 -1.97 3.99 0.7939
H -2.33 0.75 5.74 0.5664
H -1.64 2.87 4.59 0.5091
H -0.57 3.95 2.62 0.4683
H 0.33 2.52 0.80 0.6483
H 0.56 -3.75 1.11 0.5243
H -0.31 -5.08 3.01 0.4647
H -1.47 -3.92 4.87 0.5717
O -0.83 0.60 -1.35 -0.7466
C 0.07 1.41 -1.66 0.6899
O 1.22 1.36 -1.16 -0.8168
C -0.20 2.51 -2.65 0.2660
C 0.87 3.32 -3.07 -0.4533
C 0.71 4.33 -4.01 -1.0253
C -0.57 4.52 -4.49 0.9775
O -1.02 5.41 -5.38 -0.3471
C -2.42 5.24 -5.48 -0.2128
O -2.79 4.17 -4.64 -0.3674
C -1.67 3.73 -4.04 0.8417
C -1.49 2.71 -3.13 -0.8380
H 1.83 3.14 -2.63 0.5423
H 1.53 4.95 -4.34 0.4863
H -2.71 5.01 -6.52 0.2996
H -2.93 6.16 -5.17 0.2973
H -2.32 2.11 -2.80 0.4794
N -3.07 -1.07 -2.84 -0.2492
C -2.70 -2.33 -3.10 -0.0380
O -3.36 -3.16 -3.68 -0.5910
C -1.31 -2.65 -2.61 -0.0826
C -0.45 -3.44 -3.36 -0.3421
C 0.82 -3.69 -2.88 -0.9832
C 1.22 -3.08 -1.71 -0.4391
N 0.39 -2.33 -1.00 -0.0323
C -0.87 -2.16 -1.39 -0.2429
H -3.99 -0.77 -3.14 0.2237
H -2.46 -0.41 -2.39 0.2356
H -0.80 -3.85 -4.30 0.5344
H 1.50 -4.35 -3.41 0.4501
H 2.23 -3.21 -1.33 0.6706
H -1.54 -1.65 -0.70 0.9039
```

Computed properties:
* Kohn-Sham gap (spin up / spin down): 7.7 / 4.2 eV
* DFT total energy: -4450.276042 a.u.
* HOMO level (spin up / spin down): -13.5336 / -13.4874 eV
* net charge: +2
* largest force on an atom: 0.03481 hartree/bohr
* spin multiplicity: 5
* LUMO level (spin up / spin down): -0.214 / -0.340 Eh

=====

Number 1: molecular weight 759.0 g/mol. Number 2: molecular weight 893.3 g/mol. Number 3: molecular weight 956.9 g/mol.